No. 1
C18H20N3OOsS2 | ωB97M-V with the def2-TZVPD basis set

Results
maximum force	2.0	eV Å⁻¹
total energy	-1823.209664	Eh
gap between HOMO and LUMO (alpha / beta)	5.062 / 5.053	eV

Structure (ORCA input):
```
! RIJCOSX wB97M-V def2-TZVPD def2/J DEFGRID3
* xyz 3 1
Os -2.2637 -0.5493 -2.0923
C -3.8714 -2.8504 2.7690
S -4.5240 -2.9671 1.0984
C -3.5941 -2.0135 0.1430
S -3.9731 -1.9587 -1.5218
N -2.5985 -1.1952 0.6823
N -1.9186 -0.6377 -0.1776
C -1.1399 0.4897 0.3231
C 0.0731 1.1449 -1.4375
C 1.0890 2.0988 -1.9447
C 1.5851 2.0527 -3.2070
C 1.1436 1.0528 -4.0894
C 0.1612 0.1593 -3.6588
N -0.3742 0.1679 -2.4293
H -4.7369 -2.9182 3.4272
H -3.3462 -1.9140 2.9201
H -3.2187 -3.7059 2.9383
H -1.4099 0.6821 1.3543
H 1.4803 2.8436 -1.2634
H 2.3239 2.7782 -3.5289
H 1.5262 0.9813 -5.1013
H -0.2225 -0.5829 -4.3471
C 3.3609 -0.6851 2.9870
C 2.4206 -0.2737 1.9251
C 1.9924 -1.2033 0.9452
C 1.0849 -0.8968 -0.0047
C 0.8159 -1.9698 -1.0289
C 0.4144 0.4705 -0.0105
C -1.3750 1.5761 -0.7933
O -2.4405 1.2873 -1.6309
C 1.0298 1.4823 0.9776
C 0.6111 2.9337 1.1398
C 1.9460 1.0621 1.8734
H 3.8310 -1.6481 2.7978
H 2.7914 -0.7562 3.9305
H 4.1158 0.0885 3.1650
H 2.4378 -2.1932 0.9514
H 1.2383 -2.9126 -0.6921
H 1.3102 -1.7155 -1.9740
H -0.2330 -2.1325 -1.2395
H -1.4220 2.5907 -0.4446
H 0.3047 3.4579 0.2450
H 1.4423 3.4925 1.5686
H -0.2107 3.0087 1.8687
H 2.3431 1.7781 2.5869
*
```


No. 2
C7H28N14O7Ti | ωB97M-V with the def2-TZVPD basis set

Results
maximum force	7.3	eV Å⁻¹
total energy	-2425.965884	Eh
gap between HOMO and LUMO (alpha / beta)	5.673 / 7.046	eV
ΔE to the lowest compared entry with this formula, charge and spin	1064.8	kJ/mol

Structure (ORCA input):
```
! RIJCOSX wB97M-V def2-TZVPD def2/J DEFGRID3
* xyz 1 4
Ti 16.9074 -7.8097 -16.6253
C 21.6522 -7.1238 -20.7205
O 21.1510 -7.3448 -19.6041
N 21.0225 -7.3212 -21.8782
N 22.7189 -6.4402 -20.9713
H 21.3811 -6.9222 -22.7339
H 20.1793 -7.8745 -21.8233
H 23.1993 -5.9895 -20.2056
H 23.0288 -6.5247 -21.9288
C 12.5332 -8.9114 -20.7142
O 13.5241 -8.4719 -20.2977
N 12.4721 -9.8498 -21.6754
N 11.3933 -8.5236 -20.1889
H 13.3300 -9.9636 -22.1961
H 11.6743 -10.4362 -21.8750
H 10.7259 -9.2217 -20.4843
H 11.3685 -8.0803 -19.2818
C 16.3618 -14.4674 -17.6921
O 16.8557 -13.3543 -17.5948
N 16.4859 -15.0463 -18.8372
N 15.6502 -14.9523 -16.7697
H 16.1019 -15.9659 -19.0018
H 17.2634 -14.5309 -19.2243
H 15.5781 -14.4731 -15.8835
H 14.9169 -15.6392 -16.8725
C 22.3743 -3.1471 -14.7308
O 23.5511 -2.9827 -14.3155
N 21.6963 -2.3272 -15.5981
N 21.6235 -4.1668 -14.5254
H 22.1455 -1.4408 -15.7784
H 20.7140 -2.5595 -15.6346
H 22.0353 -5.0699 -14.3385
H 20.6723 -4.0444 -14.8422
C 17.4052 -9.4553 -10.7799
O 17.5133 -8.5462 -11.5636
N 18.4169 -10.0667 -10.2382
N 16.3969 -10.0832 -10.3269
H 18.4249 -10.7979 -9.5416
H 19.3145 -9.7112 -10.5350
H 16.6333 -10.8819 -9.7557
H 15.4822 -9.9088 -10.7182
C 15.6004 -1.9919 -17.9336
O 16.3535 -2.8504 -17.4971
N 15.7512 -0.7244 -17.7459
N 14.6031 -2.3234 -18.7321
H 16.4882 -0.4602 -17.1078
H 14.8902 -0.1967 -17.7573
H 14.2515 -1.5825 -19.3217
H 14.3768 -3.3021 -18.8365
C 11.2882 -5.4072 -13.5232
O 11.9065 -6.0959 -14.3224
N 10.7405 -5.8458 -12.4260
N 11.2431 -4.1307 -13.6980
H 10.5327 -6.8162 -12.6135
H 10.0939 -5.1918 -12.0087
H 11.6819 -3.6597 -14.4762
H 10.5627 -3.6218 -13.1520
*
```


No. 3
C2H2N4 | ωB97M-V with the def2-TZVPD basis set

Results
maximum force	1.3	eV Å⁻¹
total energy	-296.305955	Eh
gap between HOMO and LUMO	8.277	eV
ΔE to the lowest compared entry with this formula, charge and spin	312.2	kJ/mol

Structure (ORCA input):
```
! RIJCOSX wB97M-V def2-TZVPD def2/J DEFGRID3
* xyz 0 1
C -0.8743 -0.4758 -0.2392
N -1.7116 0.2057 -0.8121
N 0.6411 1.9963 0.2382
N 1.0719 0.9368 0.3622
C 1.2122 -0.3440 0.4746
N 0.0144 -1.0771 0.3375
H -2.5136 -0.4019 -0.8898
H 2.1599 -0.8400 0.5285
*
```


No. 4
C23H42Cl12N | ωB97M-V with the def2-TZVPD basis set

Results
maximum force	1.0	eV Å⁻¹
total energy	-6478.506554	Eh
gap between HOMO and LUMO	3.383	eV

Structure (ORCA input):
```
! RIJCOSX wB97M-V def2-TZVPD def2/J DEFGRID3
* xyz -1 1
C 1.5426 -2.6805 1.4262
C 2.4464 -1.4309 1.3850
C 2.8955 -1.0047 -0.0169
C 1.9483 -0.0031 -0.7308
C 2.5918 1.3720 -0.9374
C 2.7447 2.1932 0.3530
C 1.4563 2.3366 1.1754
C 0.6156 3.5113 0.6359
C -0.9194 3.3931 0.7832
C -1.4413 2.4201 1.8615
C -1.8883 1.0948 1.1892
C -1.6637 -0.1613 2.0341
C -2.4820 -1.3677 1.5042
N -2.6272 -1.3185 0.0518
C -1.6292 -1.5574 -0.8430
C -2.1546 -1.3715 -2.1052
C -3.5236 -1.0188 -1.9647
C -3.7894 -1.0098 -0.6012
H 0.4843 -2.3941 1.3091
H 1.6076 -3.1038 2.4424
H 3.3510 -1.6892 1.9498
H 1.9882 -0.5782 1.9240
H 3.8737 -0.5093 0.0824
H 3.0338 -1.8773 -0.6557
H 1.7502 -0.4183 -1.7264
H 0.9722 0.0468 -0.2460
H 2.0757 1.9221 -1.7329
H 3.5978 1.1801 -1.3262
H 3.0498 3.2104 0.0739
H 3.5723 1.7786 0.9325
H 0.9264 1.3891 1.2011
H 1.7523 2.5916 2.1950
H 0.8211 3.6103 -0.4324
H 0.9469 4.4132 1.1541
H -1.3558 3.0842 -0.1685
H -1.3235 4.3873 0.9981
H -0.7481 2.2452 2.6884
H -2.3403 2.8633 2.3044
H -2.9260 1.2166 0.8748
H -1.2677 0.9872 0.2977
H -1.9254 -0.0099 3.0833
H -0.6134 -0.4459 1.9324
H -1.9281 -2.2779 1.7364
H -3.4714 -1.4090 1.9576
H -0.6374 -1.8414 -0.5236
H -1.5629 -1.4721 -3.0017
H -4.1734 -0.7939 -2.7830
H -4.6954 -0.8071 -0.0564
C 1.2343 2.4670 5.3667
Cl -0.2193 1.5252 4.9843
Cl 2.6998 1.6960 4.7538
H 1.1379 3.4496 4.9180
H 1.3114 2.5516 6.4411
C -7.7719 -0.7592 -3.1113
Cl -8.4198 0.8922 -3.1634
Cl -6.4580 -0.9307 -1.9494
H -8.5768 -1.4311 -2.8374
H -7.3941 -1.0069 -4.0965
C 0.5356 -3.8097 -4.4579
Cl -0.0375 -2.1386 -4.6193
Cl 1.7694 -3.9427 -3.2144
H -0.3076 -4.4335 -4.1839
H 0.9486 -4.1272 -5.4090
C 1.7710 0.1734 -7.0124
Cl 2.6719 0.8387 -5.6494
Cl 2.8541 -0.4294 -8.2803
H 1.1590 -0.6476 -6.6578
H 1.1468 0.9530 -7.4327
C 5.4362 -5.3483 -3.4015
Cl 4.7189 -5.2937 -1.7924
Cl 4.3236 -6.0219 -4.6057
H 5.6911 -4.3387 -3.7021
H 6.3223 -5.9711 -3.3694
C -1.2006 3.4632 8.0491
Cl -1.4825 2.8682 9.6890
Cl 0.3877 4.2322 7.8900
H -1.2478 2.6276 7.3599
H -1.9605 4.1969 7.8095
*
```


Among the records above, which one has the lowest maximum force? C23H42Cl12N